Entry 1:
The following is a quantum chemistry calculation of 2 unconnected molecules or ions with the total composition C9H4F4O2, from OMol25.

Charge: 0
2S+1: 1
F_max (hartree/bohr): 0.0927
E_HOMO (spin up / spin down) (eV): -9.860 / -8.470
Kohn-Sham gap (spin up / spin down) (eV): 8.19 / 7.40

Geometry as XYZ:
```
19
C9H4F4O2 (ωB97M-V/def2-TZVPD)
C 0.89 0.20 0.53
C 0.51 -0.39 -0.67
C -0.07 0.88 1.34
C -0.78 -0.19 -1.16
C -1.35 0.79 0.97
C -1.75 0.38 -0.29
C -3.11 -3.02 0.74
C -3.12 0.30 -0.60
C -4.14 1.10 0.10
O -3.98 -3.06 0.00
O -2.17 -2.94 1.38
F -3.44 -0.12 -1.90
F -3.74 2.17 0.87
F -5.06 1.62 -0.76
F -4.96 0.39 0.93
H 1.78 0.00 0.92
H 1.27 -0.98 -1.26
H 0.16 1.21 2.24
H -1.26 -0.52 -2.14
```

Here are the Löwdin charges for atoms 1 to 2, given in e:
1. C -0.04
2. C -0.07

Entry 2:
The following is a quantum chemistry calculation of a molecular structure, C9H4F5NO3S5Tc, from OMol25.

Charge: 0
2S+1: 4
F_max (hartree/bohr): 0.0111
E_HOMO (spin up / spin down) (eV): -8.676 / -9.042
ΔE to the lowest compared entry with this formula, charge and spin (eV): 0.014
Kohn-Sham gap (spin up / spin down) (eV): 7.60 / 7.00

Geometry as XYZ:
```
28
C9H4F5NO3S5Tc (ωB97M-V/def2-TZVPD)
Tc -0.60 0.00 -0.12
S -0.43 -1.85 -1.49
S -2.39 -1.26 -1.40
S -2.48 0.26 -2.79
S -1.16 1.54 -1.80
F 2.22 -0.65 0.30
C 1.51 0.39 -0.23
F 1.95 0.57 -1.49
C 1.92 1.65 0.58
F 3.20 1.96 0.40
F 1.71 1.44 1.89
F 1.17 2.69 0.20
O 1.01 -2.60 2.28
C 0.39 -1.62 2.58
N -0.57 -0.98 1.76
S -1.34 0.21 2.57
O -1.18 1.31 1.58
O -2.67 -0.04 3.01
C -0.25 0.28 3.94
C -0.23 1.15 5.01
C 0.69 0.88 6.01
C 1.53 -0.24 5.93
C 1.48 -1.10 4.85
C 0.57 -0.83 3.84
H -0.89 2.00 5.07
H 0.76 1.53 6.87
H 2.24 -0.42 6.73
H 2.12 -1.97 4.78
```

Here are the Löwdin charges for atoms 1 to 2, given in e:
1. Tc 0.88
2. S 0.16

Entry 3:
The following is a quantum chemistry calculation of 20 unconnected molecules or ions with the total composition C9H56NO20, from OMol25.

Charge: -1
2S+1: 1
F_max (hartree/bohr): 0.0495
E_HOMO (eV): -2.245
ΔE to the lowest compared entry with this formula, charge and spin (eV): 6.109
Kohn-Sham gap (eV): 3.60

Geometry as XYZ:
```
86
C9H56NO20 (ωB97M-V/def2-TZVPD)
C -0.86 -2.15 -0.52
C -0.55 -0.65 -0.28
C -0.51 -0.50 1.26
C -0.05 0.85 1.68
C 1.45 0.92 1.34
C 1.68 0.78 -0.15
N 0.85 -0.37 -0.79
O 1.23 -0.59 -2.22
C 3.19 0.40 -0.20
C 1.49 2.14 -0.72
C -1.71 0.30 -0.88
H -0.89 -2.40 -1.58
H -1.90 -2.38 -0.28
H -0.10 -2.80 -0.08
H 0.19 -1.24 1.66
H -1.45 -0.81 1.72
H -0.19 0.90 2.76
H -0.67 1.64 1.25
H 1.96 0.22 2.00
H 1.73 1.91 1.68
H 3.46 -0.63 0.01
H 3.87 1.09 0.32
H 3.50 0.36 -1.24
H 0.48 2.49 -0.49
H 1.88 2.22 -1.74
H 2.10 2.87 -0.19
H -1.51 1.37 -0.81
H -2.72 0.29 -0.46
H -1.82 0.12 -1.95
O -1.00 -3.28 -6.70
H -0.79 -2.97 -5.81
H -0.97 -2.48 -7.24
O 4.96 1.29 -5.87
H 4.20 1.07 -5.34
H 5.40 1.99 -5.40
O -7.31 2.68 -3.14
H -7.92 2.45 -2.44
H -6.68 3.27 -2.71
O 0.47 -6.37 3.79
H 0.60 -6.64 4.70
H 1.24 -5.83 3.59
O 2.52 -5.14 -2.95
H 2.36 -4.21 -2.86
H 1.65 -5.54 -2.92
O -1.72 0.26 8.36
H -0.87 0.23 7.92
H -1.56 0.78 9.15
O 5.26 7.57 -3.43
H 5.88 8.05 -2.89
H 4.43 7.63 -2.96
O -6.71 -3.99 1.86
H -6.64 -4.89 1.52
H -5.90 -3.86 2.36
O -3.52 5.54 4.19
H -2.66 5.73 3.80
H -3.42 4.69 4.61
O -0.30 2.90 -4.92
H 0.20 2.29 -4.38
H -0.58 3.59 -4.31
O 4.87 -5.38 1.76
H 4.35 -5.07 1.03
H 5.32 -4.60 2.09
O 7.45 -2.67 4.23
H 7.55 -1.73 4.08
H 7.30 -2.75 5.17
O -2.37 6.30 -2.56
H -1.53 6.71 -2.37
H -3.01 6.79 -2.04
O 2.25 -1.10 7.17
H 2.45 -0.60 6.38
H 2.81 -1.87 7.11
O -4.67 2.04 6.54
H -5.34 2.13 7.21
H -4.04 1.43 6.93
O 0.54 -9.39 0.44
H 0.61 -8.54 0.88
H 0.80 -10.03 1.10
O -6.29 -4.92 -3.31
H -6.14 -5.57 -2.62
H -5.81 -4.15 -3.03
O -1.91 0.69 -8.00
H -1.45 1.17 -7.31
H -2.77 1.11 -8.05
O 1.60 8.71 -1.42
H 1.07 8.47 -0.66
H 1.61 9.67 -1.41
```

Here are the Löwdin charges for atoms 1 to 2, given in e:
1. C -0.07
2. C -0.46

Entry 4:
The following is a quantum chemistry calculation of a molecular structure, C9H5BCl3F11N2OPtS2, from OMol25.

Charge: 0
2S+1: 1
F_max (hartree/bohr): 0.0073
E_HOMO (eV): -8.705
ΔE to the lowest compared entry with this formula, charge and spin (eV): 0.110
Kohn-Sham gap (eV): 8.44

Geometry as XYZ:
```
35
C9H5BCl3F11N2OPtS2 (ωB97M-V/def2-TZVPD)
Pt 0.38 -0.29 -1.88
F -0.15 -0.68 2.91
C -0.59 0.50 2.48
F -0.44 1.38 3.47
F -1.92 0.36 2.29
C 0.12 0.90 1.14
O 0.19 -0.17 0.34
C 1.53 1.45 1.53
F 1.48 2.66 2.13
F 2.32 1.58 0.46
F 2.15 0.61 2.37
C -0.70 2.08 0.50
F -1.80 1.61 -0.12
F -1.12 2.99 1.38
F 0.03 2.71 -0.43
S -1.71 -1.20 -2.17
C -2.05 -1.82 -0.60
N -3.01 -1.38 0.17
C -3.36 -2.21 1.32
C -2.11 -3.01 1.64
S -1.27 -3.21 0.04
H -3.51 -0.55 -0.10
H -4.19 -2.86 1.04
H -3.67 -1.58 2.15
H -2.34 -3.98 2.07
H -1.44 -2.46 2.31
Cl 4.79 2.90 -1.25
C 4.61 1.48 -2.28
Cl 4.75 1.92 -3.98
Cl 5.80 0.24 -1.86
C 3.27 0.91 -2.07
N 2.23 0.47 -1.92
F 1.70 -0.31 -4.52
B 0.53 -0.43 -3.87
F -0.51 -0.59 -4.69
```

Here are the Löwdin charges for atoms 1 to 2, given in e:
1. Pt 0.88
2. F 0.15

Entry 5:
The following is a quantum chemistry calculation of a single C9H5BrN4O molecule, from OMol25.

Charge: 0
2S+1: 1
F_max (hartree/bohr): 0.0476
E_HOMO (eV): -8.222
ΔE to the lowest compared entry with this formula, charge and spin (eV): 0.000
Structure (SMILES): O=c1ccc2nnc3c(Br)c[nH]n3c-2c1
Kohn-Sham gap (eV): 7.44

Geometry as XYZ:
```
20
C9H5BrN4O (ωB97M-V/def2-TZVPD)
O 3.13 -1.98 1.53
Br -3.89 2.68 -1.02
N 0.25 0.79 -2.07
N -0.98 1.34 -1.74
C 2.45 -1.38 0.71
C 0.87 0.02 -1.24
C -1.53 1.04 -0.59
C 2.94 -1.13 -0.65
C 2.16 -0.49 -1.59
C 1.10 -1.00 1.05
C -2.78 1.45 -0.09
C -3.00 0.81 1.12
C 0.32 -0.31 0.13
N -1.88 0.06 1.44
N -0.95 0.23 0.39
H 3.90 -1.56 -0.95
H 2.52 -0.30 -2.62
H 0.72 -1.29 2.03
H -3.85 0.95 1.78
H -1.49 0.06 2.39
```

Here are the Löwdin charges for atoms 1 to 2, given in e:
1. O 0.04
2. Br 0.76

Entry 6:
The following is a quantum chemistry calculation of a molecular structure, C9H5Cl2F6N2OS2Sr, from OMol25.

Charge: -1
2S+1: 1
F_max (hartree/bohr): 0.0449
E_HOMO (eV): -4.889
ΔE to the lowest compared entry with this formula, charge and spin (eV): 0.000
Kohn-Sham gap (eV): 7.21

Geometry as XYZ:
```
28
C9H5Cl2F6N2OS2Sr (ωB97M-V/def2-TZVPD)
Sr 10.32 -8.87 -3.62
S 10.18 -11.72 -3.61
C 11.63 -11.44 -4.61
S 12.72 -10.19 -4.36
C 11.79 -12.09 -5.82
C 10.90 -13.13 -6.27
N 10.11 -13.94 -6.57
C 12.80 -11.65 -6.79
N 13.43 -11.05 -7.55
Cl 13.17 -6.71 -6.92
C 11.85 -7.83 -7.13
Cl 10.45 -7.40 -6.20
H 12.21 -8.79 -6.87
H 11.50 -7.92 -8.12
C 7.05 -6.90 -0.83
C 7.69 -6.98 -2.21
O 8.87 -7.66 -2.23
C 7.95 -5.55 -2.66
F 8.78 -4.96 -1.75
F 8.56 -5.45 -3.84
F 6.87 -4.74 -2.70
C 6.82 -7.71 -3.21
F 6.53 -8.94 -2.85
F 5.69 -7.07 -3.35
F 7.49 -7.78 -4.41
H 7.52 -6.08 -0.30
H 7.32 -7.73 -0.16
H 5.96 -6.66 -0.81
```

Here are the Löwdin charges for atoms 1 to 2, given in e:
1. Sr 1.12
2. S 0.35

Entry 7:
The following is a quantum chemistry calculation of 21 unconnected molecules or ions with the total composition C9H60N3O22, from OMol25.

Charge: +1
2S+1: 1
F_max (hartree/bohr): 0.1062
E_HOMO (eV): -10.975
ΔE to the lowest compared entry with this formula, charge and spin (eV): 0.059
Kohn-Sham gap (eV): 7.80

Geometry as XYZ:
```
94
C9H60N3O22 (ωB97M-V/def2-TZVPD)
O 12.92 7.54 9.06
O 13.06 11.46 10.17
C 12.42 8.56 8.72
C 11.98 11.68 9.75
N 11.79 13.01 9.66
N 11.54 9.24 9.51
C 12.98 9.31 7.51
C 10.75 13.76 9.00
C 9.91 10.56 11.65
C 8.58 10.66 12.50
C 9.70 10.71 10.18
C 8.67 10.13 13.91
C 11.00 10.59 9.35
N 9.09 8.75 13.90
H 12.55 13.59 9.89
H 11.14 8.61 10.20
H 13.75 8.79 6.91
H 13.52 10.25 7.81
H 12.19 9.64 6.91
H 10.95 13.62 8.00
H 10.88 14.76 9.33
H 9.75 13.41 9.19
H 10.38 9.61 11.79
H 10.55 11.38 11.96
H 7.83 10.10 11.95
H 8.26 11.75 12.47
H 9.25 11.72 10.03
H 8.98 9.94 9.79
H 9.49 10.74 14.47
H 7.71 10.19 14.33
H 10.71 10.81 8.29
H 9.22 8.43 14.82
H 8.44 8.10 13.47
H 10.04 8.64 13.55
O 12.96 16.63 10.12
H 12.89 16.67 9.09
H 13.94 16.46 10.39
O 14.16 12.01 12.35
H 13.65 11.87 11.49
H 13.40 12.43 12.96
O 8.79 14.76 11.18
H 8.53 13.95 11.71
H 8.07 15.02 10.52
O 10.68 8.62 16.60
H 11.26 7.93 16.20
H 10.68 8.47 17.64
O 7.27 12.92 14.32
H 6.89 13.40 15.15
H 6.68 13.07 13.53
O 10.22 6.04 11.63
H 9.37 6.11 11.01
H 9.82 5.66 12.54
O 15.30 9.68 9.78
H 16.13 10.11 10.05
H 14.71 10.42 9.44
O 11.86 4.89 9.77
H 11.21 5.28 10.47
H 12.71 5.53 9.86
O 13.97 9.85 4.40
H 14.85 10.13 4.89
H 14.19 9.94 3.43
O 5.81 12.83 12.00
H 5.32 11.94 12.34
H 6.00 12.66 10.92
O 12.09 11.32 15.00
H 11.19 11.94 14.98
H 11.93 10.46 15.50
O 11.23 15.67 11.98
H 10.37 15.29 11.62
H 11.67 16.23 11.21
O 7.08 7.34 12.42
H 6.50 6.77 13.04
H 7.27 6.72 11.59
O 12.67 16.47 7.52
H 13.37 17.07 7.10
H 11.73 16.68 7.11
O 14.01 7.20 4.47
H 14.02 8.25 4.28
H 13.14 7.04 5.00
O 7.29 8.16 16.21
H 7.68 9.05 16.69
H 6.79 7.66 16.96
O 11.72 7.89 13.05
H 11.44 7.23 12.31
H 12.54 8.47 12.74
O 9.20 5.42 14.32
H 8.41 4.79 14.11
H 10.03 4.74 14.44
O 9.87 12.91 14.85
H 8.86 12.90 14.74
H 9.98 13.38 15.77
O 6.62 12.59 9.36
H 6.14 12.02 8.62
H 6.91 13.54 8.98
```

Here are the Löwdin charges for atoms 1 to 2, given in e:
1. O 0.10
2. O 0.04

Entry 8:
The following is a quantum chemistry calculation of a molecular structure, C9H60NO22Pd, from OMol25.

Charge: +1
2S+1: 3
F_max (hartree/bohr): 0.0667
E_HOMO (spin up / spin down) (eV): -12.231 / -12.834
ΔE to the lowest compared entry with this formula, charge and spin (eV): 0.000
Kohn-Sham gap (spin up / spin down) (eV): 9.27 / 9.00

Geometry as XYZ:
```
93
C9H60NO22Pd (ωB97M-V/def2-TZVPD)
Pd 2.38 -3.10 -2.06
C -1.89 -1.76 0.63
C -1.32 -0.72 -0.41
C -1.88 0.70 -0.09
C -1.30 1.39 1.15
C 0.20 1.46 0.93
C 0.89 0.11 0.68
N 0.15 -0.62 -0.41
O 0.81 -1.66 -0.98
C 0.90 -0.73 1.97
C 2.34 0.34 0.33
C -1.90 -1.14 -1.79
H -2.05 -1.36 1.63
H -1.20 -2.59 0.79
H -2.83 -2.22 0.36
H -2.97 0.60 0.02
H -1.69 1.36 -0.94
H -1.51 0.84 2.06
H -1.74 2.37 1.29
H 0.47 1.79 1.94
H 0.51 2.19 0.19
H -0.12 -0.85 2.34
H 1.46 -0.23 2.76
H 1.21 -1.76 1.83
H 2.75 1.00 1.09
H 2.63 0.81 -0.61
H 2.99 -0.53 0.41
H -2.96 -0.91 -1.84
H -1.64 -2.17 -2.01
H -1.44 -0.50 -2.54
O 1.45 -3.09 4.36
H 2.11 -3.18 3.66
H 1.30 -3.99 4.66
O -2.30 5.51 -0.24
H -1.60 6.14 -0.43
H -1.92 4.93 0.42
O 0.74 1.13 -2.88
H 0.73 0.62 -2.06
H 0.06 0.73 -3.43
O 0.58 4.05 -1.91
H -0.31 4.33 -2.14
H 0.61 3.12 -2.14
O 4.97 2.03 1.43
H 5.65 2.69 1.30
H 5.28 1.25 0.97
O -1.82 -4.59 2.34
H -2.04 -5.28 2.97
H -2.12 -3.77 2.76
O 4.76 -0.96 3.71
H 4.49 -0.41 2.97
H 4.31 -1.79 3.57
O -1.23 3.69 3.87
H -0.87 4.43 4.37
H -0.98 3.89 2.95
O 2.80 3.56 0.07
H 3.09 2.79 0.56
H 2.33 3.21 -0.69
O 5.62 -0.70 0.08
H 6.52 -0.58 0.39
H 5.61 -0.32 -0.81
O -1.79 -5.70 -0.39
H -1.88 -5.14 0.40
H -2.65 -5.67 -0.81
O -5.11 -3.15 -1.86
H -4.70 -2.48 -2.40
H -4.45 -3.86 -1.81
O -0.32 0.93 4.67
H -0.52 0.37 3.92
H -0.73 1.78 4.45
O -0.12 4.52 1.41
H 0.57 4.13 0.86
H 0.31 5.28 1.84
O -2.33 0.13 -5.01
H -2.13 1.07 -4.94
H -3.29 0.07 -4.90
O 0.69 -4.19 1.40
H 0.68 -3.24 1.25
H -0.17 -4.37 1.84
O 0.19 -0.81 -5.52
H -0.71 -0.67 -5.20
H 0.25 -0.25 -6.30
O -4.94 2.41 -1.69
H -5.86 2.15 -1.78
H -4.63 1.95 -0.90
O 3.76 -2.67 -0.47
H 4.35 -1.92 -0.27
H 4.04 -3.37 0.13
O 0.58 -3.46 -3.26
H -0.29 -3.72 -2.94
H 0.46 -3.31 -4.21
O -2.52 3.88 -2.60
H -2.67 4.52 -1.88
H -3.15 3.18 -2.42
```

Here are the Löwdin charges for atoms 1 to 2, given in e:
1. Pd 0.78
2. C 0.00